No. 1
10
Properties=species:S:1:pos:R:3:forces:R:3:nbo_charge:R:1 method="wB97M-V/def2-TZVPD" de_lowest_kcal_mol=67.2 largest_force_ev_per_a=4.26 orbital_gap_ev=10.2
N -0.043541 -1.269825 2.192247 -1.61 0.26 2.31 -0.557
N 0.671612 1.004728 -1.050362 -0.52 1.38 -3.99 -1.082
O 0.976178 -0.857144 1.055355 1.59 0.43 -1.25 -0.636
O -0.399255 -2.769942 0.121665 -0.97 0.78 -0.28 -0.829
O -1.479171 1.942150 -0.298099 -0.46 0.27 0.11 -0.913
O -1.125531 -0.429864 -0.136134 -0.54 -1.58 0.13 -0.840
S -0.376154 -1.484234 0.730738 1.43 -2.70 -0.75 2.332
S -0.424768 1.078934 0.161249 -0.07 2.95 -0.64 1.697
H 1.568513 1.210374 -0.754073 2.26 -0.03 1.31 0.396
H 0.632118 1.574823 -2.022587 -1.10 -1.76 3.05 0.431

---

No. 2
5
Properties=species:S:1:pos:R:3:forces:R:3:nbo_charge:R:1 method="wB97M-V/def2-TZVPD" charge=+1 de_lowest_kcal_mol=85.5 largest_force_ev_per_a=1.90 orbital_gap_ev="9.3 / 9.5"
N -1.493512 0.017298 0.109765 0.60 1.50 0.45 -0.149
N 1.266729 0.225208 0.046058 -0.86 -1.35 0.63 -0.040
N 0.568093 -0.542937 0.389719 0.59 -0.14 0.05 0.409
H -2.082656 -0.712033 -0.220409 -1.19 -1.38 -0.54 0.268
H 1.741348 1.012465 -0.325132 0.86 1.37 -0.59 0.513

---

No. 3
8
Properties=species:S:1:pos:R:3:forces:R:3:nbo_charge:R:1 method="wB97M-V/def2-TZVPD" charge=-1 de_lowest_kcal_mol=69.1 largest_force_ev_per_a=3.54 orbital_gap_ev=7.0 smiles="O=NN(O)N[S-]"
O -2.563559 -0.146818 0.056938 0.63 0.37 0.11 -0.476
N -1.617302 0.649002 0.130643 1.92 -0.52 -0.10 0.141
N -0.393521 0.072639 0.208077 0.07 -1.20 0.28 0.160
O -0.310919 -1.302755 0.038609 -3.16 0.58 1.48 -0.543
N 0.910774 0.614924 -0.184553 -0.69 0.43 -0.79 -0.645
S 2.659115 -0.122188 0.061963 -2.23 0.35 0.32 -0.472
H 0.476836 -1.325293 -0.429717 3.04 -0.73 -1.59 0.482
H 0.838573 1.560487 0.118037 0.42 0.72 0.29 0.354

---

No. 4
7
Properties=species:S:1:pos:R:3:forces:R:3:nbo_charge:R:1 method="wB97M-V/def2-TZVPD" de_lowest_kcal_mol=8.0 largest_force_ev_per_a=2.10 orbital_gap_ev=10.0
H -1.697197 0.808131 0.640778 0.60 -0.52 -0.25 0.286
N -0.757992 0.560479 0.213842 -0.86 1.89 0.31 -0.321
N -0.403492 -0.589544 0.286221 0.49 -0.91 -0.29 -0.228
S -1.412616 -1.762959 1.036558 0.02 -0.63 -0.12 0.129
H -0.707023 -2.758062 0.448309 -0.30 0.15 0.39 0.140
N 3.206029 1.804561 -1.429201 1.18 -0.13 -0.17 -0.905
P 1.772290 1.937394 -1.196507 -1.12 0.16 0.13 0.898

---

No. 5
6
Properties=species:S:1:pos:R:3:forces:R:3:nbo_charge:R:1 method="wB97M-V/def2-TZVPD" de_lowest_kcal_mol=99.0 largest_force_ev_per_a=4.21 orbital_gap_ev="10.0 / 9.9"
N 1.055039 0.627867 0.064061 0.69 1.59 -0.90 -0.007
N 1.390223 -0.558008 0.119335 -4.20 -0.25 -0.20 0.008
N -0.254111 0.654168 -0.037325 -0.14 -2.56 1.11 -0.314
N -0.440802 -0.801224 -0.195632 3.09 0.45 -0.11 -0.418
H -0.885894 1.155893 -0.624460 0.67 1.29 -0.59 0.397
H -0.864454 -1.078695 0.674021 -0.10 -0.53 0.70 0.333

---

No. 6
8
Properties=species:S:1:pos:R:3:forces:R:3:nbo_charge:R:1 method="wB97M-V/def2-TZVPD" de_lowest_kcal_mol=123.1 largest_force_ev_per_a=5.96 orbital_gap_ev="9.1 / 9.1"
N 0.530439 0.910741 0.099689 0.96 2.52 0.11 0.059
N -1.702191 0.482534 -0.026892 -0.35 2.85 0.13 0.293
N 1.700392 0.617138 0.370135 0.71 1.05 -0.89 -0.330
N -0.437646 0.119491 -0.112474 0.73 -5.90 0.46 0.073
O -2.598161 -0.263036 0.066358 0.31 -1.23 -0.07 -0.224
O -0.168857 -1.736949 0.027112 -2.65 3.08 3.02 -0.656
H 0.347315 -1.673774 -0.712614 2.42 -0.20 -3.28 0.436
H 2.328710 1.543853 0.288686 -2.12 -2.16 0.53 0.350

---

No. 7
9
Properties=species:S:1:pos:R:3:forces:R:3:nbo_charge:R:1 method="wB97M-V/def2-TZVPD" de_lowest_kcal_mol=43.7 largest_force_ev_per_a=3.11 orbital_gap_ev="9.1 / 9.1" smiles="NN(N=O)[N+](=O)[O-]"
N -1.150798 -0.313081 -0.309786 -1.03 2.58 -0.39 -0.686
N 0.216761 -0.094719 -0.231218 -0.40 -2.11 0.62 -0.040
N 1.025388 -1.177112 0.192149 0.38 1.16 -0.12 0.279
O 0.441560 -2.208330 0.202825 -0.47 -0.10 -0.05 -0.316
N 0.715448 1.193458 0.030055 1.58 -2.32 -1.34 0.646
O 1.915752 1.224202 0.057029 0.24 0.84 0.60 -0.339
O -0.088029 2.052607 -0.020300 -1.39 1.91 0.56 -0.356
H -1.392881 -1.220398 0.048940 0.07 -0.15 0.51 0.401
H -1.683202 0.543375 0.030309 1.02 -1.80 -0.39 0.411

---

No. 8
10
Properties=species:S:1:pos:R:3:forces:R:3:nbo_charge:R:1 method="wB97M-V/def2-TZVPD" de_lowest_kcal_mol=17.7 largest_force_ev_per_a=4.85 orbital_gap_ev=8.9
N -0.896335 -0.412398 -2.080915 0.66 -0.11 -0.58 -0.631
N 0.176785 -0.590230 -1.270878 0.88 0.64 1.30 -0.069
N 0.041480 0.067304 -0.196875 -1.29 -1.09 -0.10 0.481
O -1.008010 0.586608 0.157623 -0.27 1.01 0.71 -0.494
O 1.167040 0.058623 0.663158 1.39 -0.21 -1.39 -0.337
N 1.079486 0.459748 2.156678 -4.19 -1.51 -1.92 0.765
O 1.975330 1.096863 2.423175 3.22 1.76 0.91 -0.224
O 0.112072 0.069658 2.689803 -0.24 -0.37 0.62 -0.264
H -1.819093 -0.259138 -1.718800 -0.10 0.09 0.75 0.393
H -0.828754 -1.077039 -2.822969 -0.06 -0.20 -0.30 0.380

---

No. 9
11
Properties=species:S:1:pos:R:3:forces:R:3:nbo_charge:R:1 method="wB97M-V/def2-TZVPD" largest_force_ev_per_a=4.22 orbital_gap_ev=7.4
H -0.960165 -1.707633 -0.843622 -0.47 0.30 -0.03 0.358
N -0.889759 -0.737296 -0.528956 3.67 -1.83 -0.96 -0.502
N -1.969168 -0.249356 -0.332020 -3.21 0.65 1.74 0.574
O -3.113218 -0.709232 -0.399051 1.10 0.61 -0.39 -0.427
O -1.901894 1.013398 0.192626 1.48 1.56 0.97 -0.527
H -0.924704 1.243194 0.516710 -2.45 -1.18 -1.25 0.513
O 1.150205 1.377411 1.113115 -0.28 -0.33 0.79 -0.373
N 1.815933 0.758038 0.325422 -0.75 1.41 -2.19 0.595
O 2.025813 1.079567 -0.821005 0.19 -0.18 0.29 -0.331
N 2.468129 -0.394111 0.787179 0.94 -0.07 1.64 -0.437
S 2.298829 -1.673981 -0.010402 -0.23 -0.92 -0.61 0.557

---

No. 10
9
Properties=species:S:1:pos:R:3:forces:R:3:nbo_charge:R:1 method="wB97M-V/def2-TZVPD" charge=-1 de_lowest_kcal_mol=39.0 largest_force_ev_per_a=2.06 orbital_gap_ev=7.9
N 1.813732 0.037894 0.373127 -0.77 0.16 0.18 0.172
N 0.771542 0.300308 0.870414 1.04 -0.18 1.77 -0.416
N -1.420150 0.096468 -0.164780 -0.63 0.61 -0.52 -0.581
N 2.802073 0.303732 -0.219132 0.80 1.37 -1.06 0.112
N -2.228368 -0.859694 0.080322 -1.09 -0.14 0.00 0.184
O 3.875720 -0.281007 -0.527562 0.72 -1.04 0.11 -0.607
O -3.443802 -0.683855 -0.180044 0.94 0.07 0.01 -0.547
H -0.349261 0.112221 0.298317 -0.68 -0.38 -0.57 0.373
H -1.821488 0.973934 -0.530666 -0.33 -0.47 0.09 0.311